[1]
Density functional theory data (ωB97M-V with the def2-TZVPD basis set) for the ion C4H8NOS with charge +1 in a non-equilibrium geometry.

```
15
Properties=species:S:1:pos:R:3
C -0.78 -1.40 1.94
O -0.80 -0.93 0.60
C -0.16 -0.10 -0.13
C 0.87 0.79 -0.33
S 2.27 1.31 0.58
N 0.54 1.05 -1.75
C -0.65 0.11 -1.61
H 0.24 -1.73 2.26
H -1.04 -0.60 2.75
H -1.60 -2.22 2.06
H 1.68 1.21 1.70
H 1.11 0.55 -2.44
H 0.46 2.07 -2.00
H -0.63 -0.85 -2.16
H -1.51 0.73 -1.45
```

## Properties
total charge = +1
gap between HOMO and LUMO = 9.208 eV
E_HOMO = -12.627 eV
multiplicity = 1

[2]
Density functional theory data (ωB97M-V with the def2-TZVPD basis set) for a structure of composition C4H8NS in a non-equilibrium geometry.

```
14
Properties=species:S:1:pos:R:3
C -0.73 0.95 -0.20
C 0.73 1.28 -0.19
C 2.53 -0.79 -0.10
C -2.02 -0.97 0.38
N -0.87 -0.23 0.23
S 1.39 -0.07 0.87
H -1.46 1.56 -0.72
H 0.96 1.57 -1.18
H 0.80 2.21 0.37
H 3.12 -1.61 0.34
H 2.75 -0.62 -1.20
H -2.80 -0.42 0.97
H -1.82 -1.97 0.99
H -2.58 -0.87 -0.57
```

## Properties
total charge = +1
gap between HOMO and LUMO (spin up / spin down) = 8.614 / 8.615 eV
E_HOMO (spin up / spin down) = -14.118 / -14.119 eV
multiplicity = 1

[3]
Density functional theory data (ωB97M-V with the def2-TZVPD basis set) for the ion C4H8NS with charge +1 in a non-equilibrium geometry.

```
14
Properties=species:S:1:pos:R:3
C -0.69 -1.52 -0.20
C -1.99 -1.06 -0.12
C -0.51 1.26 0.23
C 1.73 0.59 -0.29
N 0.37 0.61 -0.63
S -2.24 0.77 -0.11
H -0.23 -2.46 0.02
H -2.64 -1.46 0.66
H -2.47 -1.34 -1.08
H -0.31 1.16 1.31
H -0.52 2.33 -0.03
H 2.21 1.28 -1.00
H 1.97 0.87 0.74
H 2.16 -0.38 -0.54
```

## Properties
total charge = +1
gap between HOMO and LUMO (spin up / spin down) = 7.241 / 6.799 eV
E_HOMO (spin up / spin down) = -13.813 / -13.842 eV
multiplicity = 1

[4]
Density functional theory data (ωB97M-V with the def2-TZVPD basis set) for the ion C4H8NS with charge +1 in a non-equilibrium geometry.

```
14
Properties=species:S:1:pos:R:3
C 1.43 1.36 -0.47
C 0.52 0.38 -0.19
C 0.81 -0.99 -0.43
N -0.01 -1.89 0.07
C -0.77 0.67 0.55
S -2.29 0.00 -0.35
H 2.28 1.01 -1.01
H 1.30 2.40 -0.28
H 1.53 -1.19 -1.19
H -0.47 -1.46 0.86
H 0.27 -2.82 -0.11
H -0.66 0.05 1.42
H -0.84 1.81 0.73
H -3.09 0.68 0.41
```

## Properties
total charge = +1
gap between HOMO and LUMO = 7.531 eV
E_HOMO = -13.361 eV
multiplicity = 1

[5]
Density functional theory data (ωB97M-V with the def2-TZVPD basis set) for the ion C4H8NS with charge +1 in a non-equilibrium geometry.

```
14
Properties=species:S:1:pos:R:3
C -0.98 -1.37 0.39
C -1.33 -0.65 -0.93
C 0.29 -0.54 0.91
C 0.66 0.36 -0.26
N 1.18 1.78 -0.20
S 1.82 -0.88 -0.06
H -1.78 -1.28 1.16
H -0.92 -2.44 0.11
H -1.22 -1.09 -1.94
H -2.03 0.04 -0.74
H 0.52 -0.26 1.99
H 1.86 1.78 -0.86
H 1.49 1.97 0.76
H 0.45 2.60 -0.33
```

## Properties
total charge = +1
gap between HOMO and LUMO (spin up / spin down) = 8.095 / 8.099 eV
E_HOMO (spin up / spin down) = -12.667 / -12.668 eV
multiplicity = 1

[6]
Density functional theory data (ωB97M-V with the def2-TZVPD basis set) for the ion C4H8NS2 with charge +1 in a non-equilibrium geometry.

```
15
Properties=species:S:1:pos:R:3
C -0.52 -0.52 -1.06
C -1.43 0.36 -0.52
C -0.63 2.08 1.42
C 1.31 -2.06 -1.03
N 0.36 -1.20 -0.27
S -1.38 0.57 1.21
S -0.63 2.83 2.97
H -0.34 -0.88 -2.00
H -2.20 0.91 -0.94
H -0.18 2.47 0.43
H 2.28 -1.90 -0.79
H 1.28 -3.20 -0.75
H 1.28 -2.07 -2.06
H 0.46 -1.09 0.71
H 0.36 3.71 2.68
```

## Properties
total charge = +1
gap between HOMO and LUMO = 6.880 eV
E_HOMO = -12.542 eV
multiplicity = 1

[7]
Density functional theory data (ωB97M-V with the def2-TZVPD basis set) for the ion C4H8NS2 with charge +1 in a non-equilibrium geometry.

```
15
Properties=species:S:1:pos:R:3
C -1.01 0.16 -0.78
C -0.84 1.54 -0.83
C 0.39 -0.08 1.19
C 1.05 -1.08 -0.87
N -0.02 -0.70 -0.01
S 0.30 2.51 0.02
S -1.01 0.10 2.20
H -1.98 -0.25 -1.03
H -1.51 2.04 -1.57
H 1.43 0.03 1.56
H 0.72 -1.67 -1.78
H 1.45 -0.16 -1.18
H 1.92 -1.64 -0.27
H -0.60 -1.51 0.22
H -0.29 0.69 3.13
```

## Properties
total charge = +1
gap between HOMO and LUMO (spin up / spin down) = 7.453 / 6.595 eV
E_HOMO (spin up / spin down) = -12.962 / -12.769 eV
multiplicity = 1

[8]
Density functional theory data (ωB97M-V with the def2-TZVPD basis set) for the molecule C4H8O in a non-equilibrium geometry.

```
13
Properties=species:S:1:pos:R:3
C 1.21 0.14 0.83
C -0.12 -0.19 0.09
O -0.77 -1.06 0.81
C -0.87 0.76 -0.53
C -0.27 -0.44 -1.31
H 1.87 0.56 -0.21
H 1.81 -0.65 1.33
H 1.17 0.93 1.73
H -0.61 -0.76 1.90
H -1.99 0.23 -0.53
H -0.86 1.82 -0.63
H 0.56 -0.07 -1.99
H -1.12 -1.26 -1.47
```

## Properties
gap between HOMO and LUMO = 10.316 eV
E_HOMO = -9.505 eV
multiplicity = 1

[9]
Density functional theory data (ωB97M-V with the def2-TZVPD basis set) for the molecule C4H8O in a non-equilibrium geometry.

```
13
Properties=species:S:1:pos:R:3
O 1.88 0.46 -0.47
C 0.76 -0.48 -0.38
C -0.02 -0.54 0.96
C -1.22 0.21 0.32
C -0.42 0.27 -1.01
H 1.93 1.06 0.29
H 1.15 -1.41 -0.80
H 0.49 -0.02 1.77
H -0.28 -1.54 1.31
H -1.47 1.19 0.74
H -2.15 -0.38 0.31
H 0.23 1.17 -1.08
H -0.88 0.01 -1.96
```

## Properties
gap between HOMO and LUMO = 11.233 eV
E_HOMO = -10.125 eV
multiplicity = 1

[10]
Density functional theory data (ωB97M-V with the def2-TZVPD basis set) for the molecule C4H8O in a non-equilibrium geometry.

```
13
Properties=species:S:1:pos:R:3
C 1.00 -0.50 1.11
C 0.00 -0.11 0.04
C -1.29 -1.02 -0.08
C 0.51 0.58 -1.07
O -0.26 1.29 -0.10
H 1.60 -1.46 0.90
H 0.61 -0.47 2.09
H 1.83 0.26 0.98
H -1.89 -0.92 0.86
H -1.95 -0.77 -0.81
H -1.04 -2.12 -0.02
H 0.05 0.40 -2.03
H 1.52 1.01 -1.10
```

## Properties
gap between HOMO and LUMO = 11.182 eV
E_HOMO = -10.180 eV
multiplicity = 1

[11]
Density functional theory data (ωB97M-V with the def2-TZVPD basis set) for the molecule C4H8O in a non-equilibrium geometry.

```
13
Properties=species:S:1:pos:R:3
C -1.92 -0.31 -0.71
C -0.45 -0.71 -0.55
C 0.42 0.08 0.07
C 1.91 -0.15 -0.06
O 0.02 1.01 1.00
H -2.35 -0.22 0.30
H -2.05 0.58 -1.30
H -2.41 -1.16 -1.17
H -0.14 -1.57 -1.11
H 2.26 -0.91 0.64
H 2.08 -0.47 -1.08
H 2.58 0.70 0.08
H 0.62 0.92 1.75
```

## Properties
gap between HOMO and LUMO = 9.378 eV
E_HOMO = -8.500 eV
multiplicity = 1

[12]
Density functional theory data (ωB97M-V with the def2-TZVPD basis set) for the molecule C4H8O in a non-equilibrium geometry.

```
13
Properties=species:S:1:pos:R:3
C 1.53 0.39 -0.57
C 0.05 0.13 -0.53
C -0.55 -1.06 0.13
C -1.60 -0.19 0.74
O -0.70 1.03 1.02
H 1.97 0.22 0.41
H 1.77 1.41 -0.90
H 2.04 -0.30 -1.27
H -0.52 0.54 -1.37
H 0.20 -1.60 0.73
H -0.99 -1.74 -0.60
H -2.00 -0.55 1.67
H -1.19 1.72 0.55
```

## Properties
gap between HOMO and LUMO (spin up / spin down) = 6.678 / 6.678 eV
E_HOMO (spin up / spin down) = -6.398 / -6.398 eV
multiplicity = 1

We obtain relative energy (zero: lowest compared OMol25 entry of this formula, charge and spin) values of 267.83, 240.78, 581.09, 83.25, 383.34, 203.05, 361.16, 439.31, 155.86, 163.68, 95.76, 514.74 kJ/mol for the records listed above, in that order.